(1)
C21H36NO10Rb | ωB97M-V/def2-TZVPD

For the HOMO-LUMO gap, the calculation gives 4.80 eV.

Structure (ORCA input):
```
! RIJCOSX wB97M-V def2-TZVPD def2/J DEFGRID3
* xyz 0 1
Rb -0.97230 -0.70041 -1.05084
C -3.96680 3.01723 1.53298
C -2.66607 2.30242 1.05770
C -1.41088 2.90106 1.80145
C -1.31347 2.39228 3.26020
C -1.30957 0.81518 3.24758
C -2.46202 0.14577 2.55057
N -2.57507 0.83436 1.12092
O -3.43711 0.12295 0.20449
C -3.71015 0.41305 3.40207
C -2.25411 -1.42328 2.36661
C -2.30975 2.73869 -0.42268
H -4.79654 2.55211 1.00072
H -4.11207 4.05403 1.22960
H -4.34112 2.81153 2.53581
H -1.48778 3.96469 2.02698
H -0.43507 2.68257 1.36770
H -2.03385 2.84999 3.93818
H -0.40305 2.62655 3.81187
H -1.01992 0.39242 4.20960
H -0.36564 0.55430 2.76899
H -3.73131 1.41668 3.82678
H -3.73082 -0.29114 4.23381
H -4.64968 0.39179 2.84987
H -1.33568 -1.48827 1.78320
H -3.14836 -1.80413 1.87329
H -2.24683 -1.84093 3.37340
H -2.39328 3.81378 -0.58176
H -2.94818 2.30519 -1.19248
H -1.29106 2.44262 -0.67312
C 0.82252 -7.45995 1.47026
C 1.25298 -6.62548 0.27128
C 0.56251 -6.86348 -1.18599
O -0.07764 -5.64363 -1.29009
C 0.28991 -4.68565 -0.47186
O -0.02556 -3.50255 -0.56561
O 1.01316 -5.25295 0.54802
H 1.27159 -7.06347 2.38088
H 1.12826 -8.50418 1.40545
H -0.26735 -7.47439 1.47964
H 2.31544 -6.70200 0.04015
H -0.10985 -7.71521 -1.08308
H 1.19167 -7.07319 -2.05102
C 1.07815 5.87191 -1.35450
C 1.90084 4.58557 -1.49478
C 2.56423 4.03889 -0.30642
O 2.09490 2.71373 -0.38134
C 1.33020 2.49623 -1.47042
O 0.87315 1.36215 -1.81614
O 0.99767 3.63546 -1.99622
H 0.10711 5.69680 -0.89134
H 0.98212 6.36882 -2.31988
H 1.63843 6.53403 -0.69436
H 2.72686 4.68643 -2.19879
H 2.32648 4.56016 0.62086
H 3.64494 4.08828 -0.43956
C 2.06525 -2.10719 -2.88505
C 3.28601 -1.50828 -3.63733
C 3.09283 -0.26796 -4.32371
O 3.93274 0.68476 -3.62489
C 4.63149 0.07723 -2.63390
O 5.47023 0.66664 -1.94924
O 4.13217 -1.20956 -2.52822
H 2.42518 -3.07647 -2.54003
H 1.31184 -2.30620 -3.64720
H 1.66537 -1.47708 -2.09059
H 3.85604 -2.25401 -4.19146
H 2.06863 0.08917 -4.21615
H 3.28684 -0.37653 -5.39079
*
```



(2)
C21H37As3BrN4O3SY | ωB97M-V/def2-TZVPD

For the HOMO-LUMO gap, the calculation gives 8.49 eV. The calculation puts the energy above the lowest of the compared OMol25 structures with the same formula, charge and spin at 27.4 kJ/mol.

Structure (ORCA input):
```
! RIJCOSX wB97M-V def2-TZVPD def2/J DEFGRID3
* xyz 0 1
Y -0.00007 -1.67850 -0.85405
N -0.92261 -2.05052 1.44803
C -2.26660 -2.66874 1.40027
C -3.04723 -2.26024 0.15231
O -4.24945 -2.50902 0.10576
N -2.29363 -1.70012 -0.80310
C -2.98080 -1.39258 -2.03909
C -1.97706 -0.91021 -3.09196
O -2.33256 -0.23469 -4.03483
O -0.73617 -1.27720 -2.85768
H -0.30110 -2.56585 2.06426
H -1.00745 -1.11989 1.84696
H -2.86318 -2.43343 2.28218
H -2.15052 -3.75339 1.36663
H -3.75698 -0.63366 -1.91740
H -3.49582 -2.27315 -2.44721
C -2.32555 1.98720 -1.31453
As -0.46400 1.42223 -1.21037
C 0.10915 1.96851 -2.98943
C 0.17585 2.91504 -0.09596
C 1.60270 2.86965 0.45919
C 2.59959 2.55467 -0.66063
C 1.74598 1.84114 1.59894
As 1.90383 -0.06810 1.14136
C 3.82504 -0.23608 0.85828
C 1.86401 -0.73030 2.98007
C 1.98493 4.26458 1.00526
As 0.98761 5.33705 2.34990
C 0.02876 4.04086 3.47688
C -0.56589 5.91816 1.29400
H -2.37368 3.07464 -1.38866
H -2.87731 1.65001 -0.43883
H -2.76769 1.55170 -2.20951
H -0.06879 3.03541 -3.13227
H -0.48500 1.39752 -3.70332
H 1.16250 1.74707 -3.14429
H -0.53630 2.99303 0.72842
H 0.04786 3.81528 -0.70429
H 2.42605 1.56412 -1.09215
H 3.62533 2.57944 -0.28687
H 2.51716 3.28453 -1.46839
H 0.89635 1.90912 2.27929
H 2.63924 2.06753 2.18885
H 4.35664 0.40164 1.56518
H 4.08734 0.03500 -0.16069
H 4.10026 -1.27520 1.02831
H 2.62100 -0.22039 3.57642
H 2.06835 -1.79974 2.97738
H 0.88503 -0.54798 3.42511
H 2.04722 4.96282 0.16267
H 2.99894 4.20386 1.41018
H 0.72962 3.44575 4.06044
H -0.63426 3.38417 2.91531
H -0.57410 4.62664 4.17139
H -0.22460 6.41947 0.38830
H -1.12463 6.63978 1.88925
H -1.22774 5.09786 1.02346
S 2.53053 -2.29277 -2.04833
C 2.37849 -2.91108 -0.51887
N 2.06092 -3.22200 0.56264
Br -0.46451 -7.72808 0.81645
C -0.71916 -6.40633 -0.50199
C -1.36202 -6.70081 -1.69112
C -1.51568 -5.68385 -2.61765
C -1.04039 -4.42056 -2.31539
N -0.42501 -4.14322 -1.16030
C -0.25479 -5.12337 -0.27265
H -1.72857 -7.69948 -1.88489
H -2.00390 -5.86131 -3.56509
H -1.14668 -3.59701 -3.00973
H 0.28517 -4.87664 0.63218
*
```